# 1
Molecular formula: C6H25NO8
Method: DFT, ωB97M-V with the def2-TZVPD basis set

Last columns: bonded neighbours and bond lengths (Å).
Element x y z (Å)
1 C 2.109 -0.921 1.324  C2 1.333, H9 1.105, H10 1.068
2 C 0.819 -0.602 1.226  C1 1.333, C3 1.507, C4 1.538
3 C -0.241 -0.767 2.285  C2 1.507, H11 1.119, H12 1.073, H13 1.088
4 C 0.059 -0.360 -0.089  C2 1.538, C5 1.551, H14 1.107, H15 1.086
5 C 0.288 0.974 -0.846  C4 1.551, N6 1.459, C7 1.568, H16 1.101
6 N -0.849 1.335 -1.686  C5 1.459, H17 1.018, H18 1.021
7 C 1.492 0.635 -1.792  C5 1.568, O8 1.202, H19 1.104
8 O 1.933 -0.451 -2.058  C7 1.202
9 H 2.654 -0.978 2.284  C1 1.105
10 H 2.668 -1.242 0.472  C1 1.068
11 H 0.052 -0.781 3.364  C3 1.119
12 H -0.594 -1.752 2.045  C3 1.073
13 H -0.897 0.101 2.299  C3 1.088
14 H 0.393 -1.172 -0.763  C4 1.107
15 H -0.978 -0.685 -0.118  C4 1.086
16 H 0.412 1.677 -0.007  C5 1.101
17 H -1.239 0.444 -1.987  N6 1.018
18 H -0.572 1.811 -2.546  N6 1.021
19 H 1.879 1.502 -2.355  C7 1.104
20 O -1.992 -3.303 -0.022  H21 0.983, H22 0.970
21 H -1.377 -3.734 -0.657  O20 0.983
22 H -1.345 -3.323 0.701  O20 0.970
23 O 1.228 3.590 1.832  H24 0.971, H25 0.991
24 H 1.379 3.097 2.654  O23 0.971
25 H 0.249 3.740 1.883  O23 0.991
26 O -3.159 1.567 0.386  H27 0.971, H28 0.960
27 H -2.443 1.124 -0.097  O26 0.971
28 H -3.921 1.482 -0.193  O26 0.960
29 O -1.224 2.774 2.070  H30 0.965, H31 0.960
30 H -1.792 2.461 1.356  O29 0.965
31 H -1.436 2.366 2.913  O29 0.960
32 O 2.934 1.501 0.440  H33 0.966, H34 0.962
33 H 2.278 1.879 1.040  O32 0.966
34 H 3.316 2.220 -0.072  O32 0.962
35 O 1.216 -3.372 -1.811  H36 0.975, H37 0.972
36 H 1.550 -2.464 -1.940  O35 0.975
37 H 1.009 -3.621 -2.727  O35 0.972
38 O -2.086 -1.907 -3.007  H39 0.966, H40 0.955
39 H -2.373 -2.495 -2.297  O38 0.966
40 H -1.398 -2.349 -3.500  O38 0.955

Results
Structure (SMILES)   C=C(C)C[C@H](N)C=O.O.O.O.O.O.O.O
Energy above the lowest of the compared OMol25 structures with the same formula, charge and spin   2.6136 eV
Gap between HOMO and LUMO   0.3374 Eh
HOMO level   -8.9 eV



# 2
Molecular formula: C11H15N
Method: DFT, ωB97M-V with the def2-TZVPD basis set

Last columns: bonded neighbours and bond lengths (Å).
Element x y z (Å)
1 C 2.252 2.784 -0.106  C2 1.465, H11 1.084, H12 1.104, H13 1.091
2 C 1.787 1.394 -0.114  C1 1.465, C3 1.378, C10 1.428
3 C 2.108 0.401 0.786  C2 1.378, N4 1.446, H14 1.072
4 N 1.239 -0.727 0.535  C3 1.446, C5 1.377, H15 1.013
5 C 0.386 -0.330 -0.470  N4 1.377, C6 1.443, C10 1.352
6 C -0.675 -1.099 -1.073  C5 1.443, C7 1.369, H16 1.082
7 C -0.986 -0.719 -2.351  C6 1.369, C8 1.457, H17 1.087
8 C -0.780 0.662 -2.767  C7 1.457, C9 1.356, H18 1.081
9 C 0.009 1.473 -2.018  C8 1.356, C10 1.428, H19 1.084
10 C 0.682 0.922 -0.885  C2 1.428, C5 1.352, C9 1.428
11 H 1.441 3.489 0.037  C1 1.084
12 H 2.732 3.047 -1.064  C1 1.104
13 H 3.089 2.904 0.582  C1 1.091
14 H 2.750 0.346 1.643  C3 1.072
15 H 1.607 -1.665 0.628  N4 1.013
16 H -0.936 -2.082 -0.704  C6 1.082
17 H -1.784 -1.273 -2.837  C7 1.087
18 H -1.181 1.034 -3.699  C8 1.081
19 H 0.102 2.526 -2.257  C9 1.084
20 C -2.334 -1.297 3.364  C21 1.550, H22 1.092, H23 1.083, H24 1.087
21 C -2.779 -2.734 2.993  C20 1.550, H25 1.087, H26 1.086, H27 1.098
22 H -3.222 -0.890 3.853  C20 1.092
23 H -1.503 -1.347 4.057  C20 1.083
24 H -2.120 -0.687 2.490  C20 1.087
25 H -2.685 -3.417 3.834  C21 1.087
26 H -3.776 -2.746 2.565  C21 1.086
27 H -2.116 -3.122 2.208  C21 1.098

Results
Structure (SMILES)   Cc1c[nH]c2ccccc12.CC
Energy above the lowest of the compared OMol25 structures with the same formula, charge and spin   1.0665 eV
Gap between HOMO and LUMO   0.3307 Eh
HOMO level   -8.1 eV



# 3
Molecular formula: C3H6N2O
Method: DFT, ωB97M-V with the def2-TZVPD basis set

Last columns: bonded neighbours and bond lengths (Å).
Element x y z (Å)
1 N -0.219 -0.601 -1.645  C2 1.406, H7 1.014, H8 1.012
2 C 0.216 -0.606 -0.308  N1 1.406, O3 1.377, C4 1.459, N6 1.509
3 O 0.636 -1.854 0.094  C2 1.377, H9 0.982
4 C 0.852 0.517 0.372  C2 1.459, C5 1.471, N6 1.520, H10 1.084
5 C -0.320 1.360 0.659  C4 1.471, N6 1.446, H11 1.088, H12 1.090
6 N -0.440 -0.054 0.934  C2 1.509, C4 1.520, C5 1.446
7 H -0.860 -1.363 -1.834  N1 1.014
8 H -0.606 0.287 -1.939  N1 1.012
9 H 0.356 -1.766 1.032  O3 0.982
10 H 1.774 0.472 0.940  C4 1.084
11 H -0.948 1.794 -0.116  C5 1.088
12 H -0.244 1.952 1.571  C5 1.090

Results
Structure (SMILES)   N[C@@]1(O)[C@H]2CN21
Energy above the lowest of the compared OMol25 structures with the same formula, charge and spin   3.2403 eV
Gap between HOMO and LUMO   0.3783 Eh
HOMO level   -9.3 eV



# 4
Molecular formula: C21H25N3O2S
Method: DFT, ωB97M-V with the def2-TZVPD basis set

Last columns: bonded neighbours and bond lengths (Å).
Element x y z (Å)
1 C 5.268 -1.393 -3.503  O2 1.411, H28 1.094, H29 1.088, H30 1.097
2 O 4.000 -2.012 -3.532  C1 1.411, C3 1.402
3 C 3.678 -2.751 -2.385  O2 1.402, C4 1.544, H31 1.094, H32 1.101
4 C 3.464 -1.897 -1.116  C3 1.544, C5 1.525, N6 1.443, H33 1.095
5 C 2.934 -2.758 0.026  C4 1.525, H34 1.087, H35 1.088, H36 1.087
6 N 2.534 -0.831 -1.401  C4 1.443, C7 1.337, H37 1.024
7 C 2.905 0.446 -1.546  N6 1.337, O8 1.216, C9 1.528
8 O 4.034 0.868 -1.390  C7 1.216
9 C 1.749 1.366 -1.934  C7 1.528, S10 1.821, H38 1.089, H39 1.089
10 S 0.577 1.641 -0.568  C9 1.821, C11 1.739
11 C -0.467 0.259 -0.726  S10 1.739, N12 1.309, N19 1.363
12 N -0.235 -0.786 -1.480  C11 1.309, C13 1.373
13 C -1.308 -1.621 -1.285  N12 1.373, C14 1.389, C18 1.414
14 C -1.581 -2.869 -1.828  C13 1.389, C15 1.380, H40 1.078
15 C -2.748 -3.491 -1.434  C14 1.380, C16 1.395, H41 1.080
16 C -3.627 -2.897 -0.528  C15 1.395, C17 1.382, H42 1.080
17 C -3.371 -1.655 0.022  C16 1.382, C18 1.384, H43 1.079
18 C -2.202 -1.024 -0.367  C13 1.414, C17 1.384, N19 1.377
19 N -1.642 0.190 -0.038  C11 1.363, C18 1.377, C20 1.435
20 C -2.126 1.151 0.911  N19 1.435, C21 1.537, H44 1.094, H45 1.093
21 C -1.537 0.906 2.310  C20 1.537, C22 1.501, H46 1.092, H47 1.092
22 C -2.009 1.972 3.257  C21 1.501, C23 1.388, C27 1.389
23 C -3.114 1.765 4.070  C22 1.388, C24 1.384, H48 1.081
24 C -3.564 2.765 4.915  C23 1.384, C25 1.384, H49 1.080
25 C -2.913 3.986 4.951  C24 1.384, C26 1.385, H50 1.080
26 C -1.812 4.202 4.140  C25 1.385, C27 1.383, H51 1.080
27 C -1.363 3.202 3.297  C22 1.389, C26 1.383, H52 1.081
28 H 5.295 -0.547 -2.810  C1 1.094
29 H 5.448 -1.031 -4.514  C1 1.088
30 H 6.049 -2.113 -3.230  C1 1.097
31 H 2.744 -3.264 -2.633  C3 1.094
32 H 4.455 -3.503 -2.177  C3 1.101
33 H 4.408 -1.424 -0.826  C4 1.095
34 H 2.816 -2.156 0.923  C5 1.087
35 H 1.967 -3.181 -0.240  C5 1.088
36 H 3.624 -3.570 0.240  C5 1.087
37 H 1.558 -1.077 -1.586  N6 1.024
38 H 2.143 2.353 -2.177  C9 1.089
39 H 1.183 0.957 -2.769  C9 1.089
40 H -0.902 -3.325 -2.531  C14 1.078
41 H -2.992 -4.463 -1.836  C15 1.080
42 H -4.528 -3.421 -0.250  C16 1.080
43 H -4.055 -1.201 0.723  C17 1.079
44 H -1.841 2.150 0.567  C20 1.094
45 H -3.216 1.088 0.946  C20 1.093
46 H -1.844 -0.082 2.660  C21 1.092
47 H -0.448 0.928 2.235  C21 1.092
48 H -3.623 0.811 4.048  C23 1.081
49 H -4.422 2.590 5.546  C24 1.080
50 H -3.262 4.766 5.611  C25 1.080
51 H -1.300 5.153 4.166  C26 1.080
52 H -0.502 3.369 2.667  C27 1.081

Results
Structure (SMILES)   COC[C@H](C)NC(=O)CSc1nc2ccccc2n1CCc1ccccc1
Energy above the lowest of the compared OMol25 structures with the same formula, charge and spin   0.5770 eV
Gap between HOMO and LUMO   0.3297 Eh
HOMO level   -8.3 eV



What is the gap between HOMO and LUMO in the fourth record? 0.3297 Eh



Copy entry 2 word for word.
Molecular formula: C11H15N
Method: DFT, ωB97M-V with the def2-TZVPD basis set

Last columns: bonded neighbours and bond lengths (Å).
Element x y z (Å)
1 C 2.252 2.784 -0.106  C2 1.465, H11 1.084, H12 1.104, H13 1.091
2 C 1.787 1.394 -0.114  C1 1.465, C3 1.378, C10 1.428
3 C 2.108 0.401 0.786  C2 1.378, N4 1.446, H14 1.072
4 N 1.239 -0.727 0.535  C3 1.446, C5 1.377, H15 1.013
5 C 0.386 -0.330 -0.470  N4 1.377, C6 1.443, C10 1.352
6 C -0.675 -1.099 -1.073  C5 1.443, C7 1.369, H16 1.082
7 C -0.986 -0.719 -2.351  C6 1.369, C8 1.457, H17 1.087
8 C -0.780 0.662 -2.767  C7 1.457, C9 1.356, H18 1.081
9 C 0.009 1.473 -2.018  C8 1.356, C10 1.428, H19 1.084
10 C 0.682 0.922 -0.885  C2 1.428, C5 1.352, C9 1.428
11 H 1.441 3.489 0.037  C1 1.084
12 H 2.732 3.047 -1.064  C1 1.104
13 H 3.089 2.904 0.582  C1 1.091
14 H 2.750 0.346 1.643  C3 1.072
15 H 1.607 -1.665 0.628  N4 1.013
16 H -0.936 -2.082 -0.704  C6 1.082
17 H -1.784 -1.273 -2.837  C7 1.087
18 H -1.181 1.034 -3.699  C8 1.081
19 H 0.102 2.526 -2.257  C9 1.084
20 C -2.334 -1.297 3.364  C21 1.550, H22 1.092, H23 1.083, H24 1.087
21 C -2.779 -2.734 2.993  C20 1.550, H25 1.087, H26 1.086, H27 1.098
22 H -3.222 -0.890 3.853  C20 1.092
23 H -1.503 -1.347 4.057  C20 1.083
24 H -2.120 -0.687 2.490  C20 1.087
25 H -2.685 -3.417 3.834  C21 1.087
26 H -3.776 -2.746 2.565  C21 1.086
27 H -2.116 -3.122 2.208  C21 1.098

Results
Structure (SMILES)   Cc1c[nH]c2ccccc12.CC
Energy above the lowest of the compared OMol25 structures with the same formula, charge and spin   1.0665 eV
Gap between HOMO and LUMO   0.3307 Eh
HOMO level   -8.1 eV



What is the formula in the fourth record? C21H25N3O2S



HOMO level of number 3 (C3H6N2O)? -9.3 eV